Record 1
{"formula": "C29H61BN2O9PS2", "method": "ωB97M-V with the def2-TZVPD basis set", "gap_ev": 5.307, "largest_force_ev_per_a": 6.5, "total_charge": -1, "species": ["S", "S", "P", "O", "O", "O", "O", "O", "O", "O", "O", "O", "N", "N", "C", "C", "C", "C", "C", "C", "C", "C", "C", "C", "C", "C", "C", "C", "C", "C", "C", "C", "C", "C", "C", "C", "C", "C", "C", "C", "C", "C", "C", "B", "H", "H", "H", "H", "H", "H", "H", "H", "H", "H", "H", "H", "H", "H", "H", "H", "H", "H", "H", "H", "H", "H", "H", "H", "H", "H", "H", "H", "H", "H", "H", "H", "H", "H", "H", "H", "H", "H", "H", "H", "H", "H", "H", "H", "H", "H", "H", "H", "H", "H", "H", "H", "H", "H", "H", "H", "H", "H", "H", "H", "H"], "xyz": [[2.2480, -2.9503, 1.8933], [2.0620, 1.4398, -1.6507], [1.6483, 0.7728, 0.1260], [-3.2009, 0.8122, 0.5033], [4.4312, -0.1898, 1.2533], [0.0974, 0.7144, 0.3640], [3.5486, -2.9486, 2.4377], [1.2199, -3.5131, 2.6875], [2.2575, 1.5232, 1.3080], [1.4214, 3.2442, 1.9227], [1.7769, -1.5072, 1.5168], [-1.4983, 0.2755, -3.7192], [4.6592, -1.1206, -0.9917], [0.8822, 4.3062, 2.6694], [-3.5206, -0.3741, -0.1396], [2.3119, 5.9187, 3.7762], [-1.0553, 5.5344, 3.4436], [-4.0841, -2.7052, 0.3921], [-1.0417, 1.2624, -4.6125], [-1.9528, -4.1098, 0.5019], [-0.8631, -3.1196, 0.1341], [-0.9565, 4.6039, 1.1667], [0.0912, -3.6694, -0.9022], [-0.2777, -2.1893, -5.2788], [-2.5463, 1.7442, -0.3127], [1.6484, -1.6994, -0.9485], [-0.5587, 4.3461, 2.6167], [0.7395, -4.2014, -4.1452], [-2.1611, -0.8395, -4.2541], [2.2491, -0.9726, 0.2321], [-1.2613, 3.0549, 3.0760], [0.6416, 4.6540, 5.1364], [-0.6103, 5.5112, 4.9164], [-4.2463, -1.2630, 0.8071], [-3.0430, -3.4159, 1.2722], [1.5854, 4.5692, 3.9311], [1.5535, -3.2313, -0.8528], [0.2254, -3.6032, -5.4424], [2.6285, 3.5134, 4.2531], [2.2211, -3.8249, -2.0997], [1.6659, -3.2728, -3.3981], [-1.3012, -2.0630, -4.1658], [2.2615, -3.8387, 0.3579], [3.8648, -0.7646, 0.1625], [-1.5064, -4.8443, 1.1513], [-1.4167, 5.1183, 5.5416], [-1.8310, 2.2553, 0.2906], [-2.0378, 4.7737, 1.0895], [-1.9240, -2.9409, -4.1064], [3.2693, -4.0875, 0.0943], [2.1715, 2.5332, 4.3909], [-0.6944, 3.7467, 0.5546], [-3.8645, -1.1158, 1.8020], [1.6043, 6.7242, 3.5735], [2.4854, -3.0897, -4.0744], [-0.6910, 6.4492, 2.9672], [-0.3907, -2.8026, 1.0414], [1.9429, 2.5007, 1.3088], [-0.6033, -4.2042, -5.7824], [-3.5632, -4.1165, 1.8987], [0.9655, -3.6640, -6.2234], [-0.3198, -3.4238, -1.8591], [-0.4475, 5.4799, 0.7632], [-2.6003, -0.8593, -0.4524], [0.6710, -1.3161, -1.1690], [-5.0236, -3.2195, 0.4693], [0.3284, 3.6420, 5.4044], [-0.6883, -1.7818, -6.1878], [-2.5294, -0.6824, -5.2594], [0.0650, -4.7486, -0.8489], [1.3007, -5.0898, -4.3825], [-2.0539, 1.2630, -1.1442], [-3.7370, -2.7256, -0.6288], [4.3109, -1.9253, -1.4888], [3.1423, 3.7873, 5.1809], [2.2466, -1.4185, -1.7832], [-0.1035, -4.5348, -3.5635], [1.1970, 5.0239, 6.0044], [4.7012, -0.3335, -1.6284], [3.0082, 5.8625, 2.9390], [-2.3367, -4.5941, -0.3808], [-2.1467, 5.5901, 3.3941], [3.2912, -3.7459, -2.0306], [-2.5970, -2.6936, 1.9341], [-2.3477, 3.1516, 2.9786], [-0.4396, 6.5340, 5.2627], [1.7742, -4.7613, 0.6017], [-3.2461, 2.4414, -0.7503], [4.5356, 0.7622, 1.1511], [-0.2986, 0.5724, -0.5050], [-5.2799, -0.9715, 0.8215], [-3.0319, -1.0094, -3.6379], [1.1921, -2.3223, -3.2544], [0.5604, -1.5586, -5.0337], [-1.3527, -2.2498, -0.2654], [-1.2242, 1.0015, -5.6434], [0.0160, 1.4154, -4.4868], [2.0141, -4.8858, -2.0823], [-1.5269, 2.1971, -4.3932], [-4.1319, -0.1892, -1.0206], [-1.0447, 2.8117, 4.1173], [-0.9473, 2.2103, 2.4620], [-0.8252, -1.9742, -3.2070], [2.8796, 6.1840, 4.6796], [3.3692, 3.4349, 3.4615]], "forces_ev_per_angstrom": [[-0.402, -0.191, -0.321], [0.098, 0.063, -0.587], [1.688, 0.393, 0.432], [-0.171, 0.401, 0.542], [0.382, 0.441, -0.072], [-1.009, -0.506, 0.117], [1.560, 0.213, 0.141], [-1.157, -0.285, 0.741], [2.010, -5.513, -2.085], [-3.451, 4.440, 3.182], [-0.314, 0.157, -0.438], [0.051, 0.223, 0.078], [-0.109, -0.178, 0.046], [0.772, 0.641, -0.767], [0.310, 0.332, 0.058], [0.140, 0.119, 0.162], [0.171, 0.280, 0.239], [0.525, -0.057, 0.698], [0.074, -0.082, 0.145], [0.486, 0.400, 0.453], [-0.298, -0.161, -0.245], [-0.278, 0.035, -0.195], [0.100, -0.042, 0.565], [0.150, 0.149, 0.504], [-0.360, -0.131, -0.095], [-0.089, -0.542, 0.721], [-0.417, -0.180, 0.035], [0.132, -0.029, -0.366], [-0.308, -0.136, 0.443], [0.704, 0.059, 0.205], [-0.097, -0.189, 0.013], [-0.336, -0.116, 0.150], [-0.015, -0.029, -0.070], [-0.490, -0.066, -0.098], [-0.592, -0.086, -0.429], [0.120, 0.296, 0.145], [-0.106, 0.252, -0.367], [-0.378, -0.015, -0.033], [0.139, -0.257, 0.058], [-0.745, -0.310, 0.248], [0.333, -0.323, -0.294], [0.067, 0.094, -0.342], [-0.246, 0.375, -0.367], [-0.239, -0.414, 0.370], [0.255, -0.649, 0.102], [0.010, -0.007, 0.007], [0.333, 0.380, 0.241], [0.030, -0.079, 0.023], [-0.409, -0.501, -0.161], [0.790, 0.146, 0.132], [0.006, -0.019, -0.109], [0.186, 0.061, -0.072], [0.186, 0.182, 0.440], [-0.038, -0.016, -0.032], [0.487, 0.285, -0.337], [0.106, -0.032, -0.027], [0.394, 0.147, 0.496], [0.500, 1.149, -0.126], [-0.399, -0.423, -0.239], [-0.236, -0.458, 0.436], [0.504, 0.102, -0.301], [-0.137, 0.146, -0.655], [0.114, 0.010, 0.109], [0.308, -0.114, -0.322], [-0.702, 0.223, -0.104], [-0.464, -0.376, -0.219], [0.073, -0.029, -0.075], [-0.233, -0.066, -0.596], [0.005, 0.304, -0.506], [0.109, -0.602, 0.040], [0.204, -0.603, -0.104], [0.363, -0.300, -0.445], [-0.099, -0.200, -0.627], [-0.197, 0.119, -0.374], [-0.045, 0.028, 0.003], [0.395, 0.228, -0.586], [-0.306, -0.017, 0.492], [0.062, 0.022, -0.067], [0.375, 0.011, -0.145], [-0.038, -0.019, -0.063], [-0.261, -0.369, -0.419], [0.016, -0.130, -0.094], [0.594, 0.305, -0.041], [0.332, 0.269, 0.352], [0.006, 0.029, -0.021], [0.022, 0.012, -0.048], [-0.245, -0.608, 0.272], [-0.396, 0.420, -0.119], [-0.045, 0.122, 0.431], [-0.366, 0.138, 0.004], [-0.646, 0.186, 0.100], [-0.483, 0.044, 0.317], [-0.148, 0.472, 0.220], [0.396, 0.489, 0.002], [-0.084, 0.591, -0.227], [-0.173, -0.182, -0.456], [0.575, -0.028, 0.142], [0.071, -0.632, 0.028], [-0.344, 0.507, 0.059], [-0.145, 0.014, -0.462], [0.015, 0.012, -0.029], [0.131, 0.017, 0.024], [0.354, -0.127, 0.543], [-0.046, -0.069, -0.056], [-0.024, -0.044, -0.070]], "mulliken_charge": [1.4577, -0.6041, 0.2336, -0.4056, -0.6058, 0.2319, -0.7283, -0.7380, -0.2999, -1.1016, -0.3268, -0.1374, -0.7320, 0.3764, 1.4826, -1.7778, -1.5776, -0.6098, -0.9074, -1.4363, 0.8344, -1.7999, -1.2869, -0.8628, 0.0009, -2.3536, 2.1343, -0.6774, -1.2852, 0.9098, -1.3837, -1.3963, -0.6465, -1.2081, -1.0622, 1.7666, 3.2930, -1.4258, -1.9683, -2.3147, 0.0181, 1.3115, -1.8599, 0.2938, 0.4552, 0.3349, -0.4889, 0.3837, 0.4942, 0.5451, 0.3776, 0.1826, 0.4491, 0.3398, 0.6491, 0.3206, 0.4573, 0.7065, 0.4527, 0.5173, 0.3872, -0.4009, 0.4185, -0.9121, -0.0224, 0.5021, 0.3347, 0.5502, 0.5708, 0.9238, 0.5578, -0.0446, 0.3111, 0.2939, 0.4509, 0.9288, 0.2485, 0.5604, 0.3089, 0.3524, 0.3814, 0.5427, 0.5215, 0.5290, 0.3551, 0.3840, 0.6569, 0.4165, 0.3401, -0.3324, 0.3614, 0.2453, -0.1892, 0.3555, -0.8742, 0.3765, 0.2399, 0.6687, 0.2619, 0.2964, 0.3635, -0.0023, -0.9659, 0.3846, 0.3615]}

=====

Record 2
{"formula": "C29H61N4O8S", "method": "ωB97M-V with the def2-TZVPD basis set", "gap_ev": [9.397, 8.940], "relative_energy_kcal_mol": 0.0, "largest_force_ev_per_a": 4.1, "total_charge": 0, "multiplicity": 2, "species": ["S", "O", "O", "O", "O", "O", "O", "O", "O", "N", "N", "N", "N", "C", "C", "C", "C", "C", "C", "C", "C", "C", "C", "C", "C", "C", "C", "C", "C", "C", "C", "C", "C", "C", "C", "C", "C", "C", "C", "C", "C", "C", "H", "H", "H", "H", "H", "H", "H", "H", "H", "H", "H", "H", "H", "H", "H", "H", "H", "H", "H", "H", "H", "H", "H", "H", "H", "H", "H", "H", "H", "H", "H", "H", "H", "H", "H", "H", "H", "H", "H", "H", "H", "H", "H", "H", "H", "H", "H", "H", "H", "H", "H", "H", "H", "H", "H", "H", "H", "H", "H", "H", "H"], "xyz": [[-0.1737, -2.7617, 0.8555], [2.9393, -2.4794, 4.0509], [4.4383, 7.3862, 0.0916], [5.0882, 10.1647, 0.8659], [5.5430, -2.6567, 2.6621], [4.6626, 4.7870, 4.2157], [0.4216, -5.5661, 0.5892], [-5.9530, -1.0840, -5.7749], [4.0222, 2.0071, 3.4437], [0.8689, -5.6582, -1.6359], [-2.4307, -5.7633, -2.9401], [0.5235, -4.3836, -1.2794], [-5.4171, -1.8054, -4.8095], [-4.8838, 0.6257, -4.0679], [3.2911, 5.1296, 4.0953], [0.2591, -4.2948, 0.0314], [5.2862, 9.0156, 1.6826], [-3.2889, -2.3057, 0.1415], [5.1649, 2.4111, 4.1899], [3.1474, -3.0494, 2.7638], [5.5806, 7.7853, 0.8430], [6.2079, -2.5726, 3.9113], [-7.8757, -1.4436, -4.0572], [4.1089, 2.3807, 2.0766], [4.8693, 3.6398, 5.0315], [-3.1265, -0.9338, -4.9905], [-1.5654, -3.0436, 2.0221], [3.0450, -1.0631, 4.0394], [4.5328, -3.6597, 2.6474], [-2.9585, -3.2889, 1.3333], [-6.9520, -3.7256, -4.6143], [-4.4708, -0.8992, -4.1135], [0.7893, -6.3206, -0.4789], [-4.6288, -2.8136, -0.5364], [-6.2450, -2.5672, -2.4672], [-4.0709, -3.9114, -2.8746], [-2.7325, -4.4572, -2.2673], [4.5296, 7.7582, -1.2742], [3.7194, 10.5130, 0.7396], [-6.5500, -2.2990, -3.9887], [-4.6796, -2.6685, -2.1086], [-4.0322, -1.3345, -2.6579], [6.4396, 7.9566, 0.1868], [-7.3958, -4.4148, -3.8612], [5.7375, 3.8508, 5.6638], [4.3517, 3.4395, 1.9613], [-5.4817, -2.2261, -0.1119], [3.6348, 11.2829, -0.0277], [-7.6365, -3.5944, -5.4959], [4.7015, -4.3963, 3.4395], [2.9229, 5.5348, 5.0436], [2.9794, -2.3081, 1.9764], [-1.3478, -3.9396, 2.6661], [-3.5194, -1.3074, 0.6072], [3.9674, -0.7297, 3.5603], [-3.0992, -4.3586, 1.0144], [-6.0028, -4.1728, -5.0167], [-8.5503, -1.8704, -3.2584], [-4.8185, -4.7513, -2.8076], [-1.8501, -3.7930, -2.4446], [-3.7466, -3.1137, 2.1204], [-4.8043, -3.8899, -0.2578], [6.1523, 9.2229, 2.3186], [3.1405, 2.1929, 1.6123], [-1.5939, -2.1725, 2.7246], [2.4020, -3.8424, 2.6436], [3.3469, 10.9190, 1.6859], [2.6845, 4.2695, 3.8008], [3.1112, 9.6551, 0.4416], [-3.2834, -6.3270, -2.9695], [3.5615, 7.5742, -1.7407], [1.0120, -7.3876, -0.2776], [4.7771, 8.8160, -1.3895], [4.0095, 3.4657, 5.6863], [-3.0132, -1.9751, -5.3948], [4.6108, -4.1753, 1.6848], [-6.6621, -1.7462, -1.8307], [5.4997, -2.4917, 4.7400], [-8.4213, -1.6206, -5.0179], [-2.8166, -4.6930, -1.1704], [5.4188, 1.5804, 4.8569], [-6.6830, -3.5321, -2.0869], [-4.6249, 1.0865, -5.0566], [-7.7488, -0.3659, -3.8055], [-2.9171, -1.4491, -2.5617], [4.4227, 8.8451, 2.3334], [-3.2241, -0.2715, -5.8914], [-5.9318, 0.8225, -3.7483], [3.0437, -0.7133, 5.0721], [2.1827, -0.6292, 3.5228], [6.0204, 2.5865, 3.5302], [4.8636, 1.7705, 1.5696], [-4.1905, 1.1235, -3.3323], [-3.8504, -3.6712, -3.9515], [6.8360, -1.6814, 3.9018], [-1.7575, -6.2957, -2.3889], [-4.3114, -0.5115, -1.9489], [-2.2219, -0.6756, -4.3949], [3.1993, 5.8985, 3.3275], [5.8276, 6.9537, 1.5108], [-2.4869, -2.2419, -0.6267], [5.2830, 7.1449, -1.7794], [6.8470, -3.4501, 4.0559]], "forces_ev_per_angstrom": [[0.529, -0.600, -0.027], [0.112, 0.144, -0.156], [0.145, 0.218, -0.148], [-0.267, -0.147, 0.020], [-0.057, -0.078, 0.280], [-0.248, -0.141, 0.017], [0.035, 0.939, -0.701], [0.923, -1.378, -0.578], [0.157, 0.241, -0.128], [-0.265, -1.049, 3.521], [-0.262, 0.306, 0.118], [-0.814, 1.717, 1.647], [-2.200, 3.417, 0.750], [0.697, -0.048, -0.046], [0.085, 0.111, -0.033], [0.099, -1.358, -2.228], [0.428, 0.166, -0.245], [-1.116, -0.768, 0.591], [-0.389, -0.214, 0.279], [-0.004, -0.327, 0.409], [-0.377, -0.227, 0.302], [0.031, 0.050, -0.109], [-0.241, -0.571, 0.475], [-0.086, -0.117, -0.002], [0.418, 0.172, -0.240], [-0.719, -0.525, -0.539], [-0.833, -1.534, 0.268], [-0.047, -0.066, 0.076], [0.005, 0.307, -0.406], [-0.087, 0.712, -0.003], [0.819, 0.467, -0.695], [3.437, 0.818, 0.361], [0.309, -0.013, -1.146], [0.379, 0.296, -0.325], [1.745, 0.135, 0.519], [0.549, 0.026, 0.829], [-0.064, -0.981, -0.066], [-0.094, -0.114, 0.038], [0.100, 0.078, -0.026], [-2.339, -2.894, 0.834], [-1.169, 0.313, -0.973], [-0.335, -0.762, 1.229], [-0.047, 0.092, 0.009], [0.191, 0.611, -0.615], [-0.006, -0.051, 0.032], [0.037, -0.006, 0.008], [0.620, -0.504, -0.302], [0.095, -0.009, 0.047], [0.578, -0.143, 0.893], [-0.052, 0.064, 0.037], [-0.108, -0.039, -0.013], [0.079, -0.014, 0.012], [0.017, 0.889, -0.564], [0.641, -0.713, -0.702], [-0.049, 0.026, -0.047], [0.493, 0.972, 0.198], [-0.937, 0.141, 0.446], [0.673, 0.366, -0.704], [0.623, 0.701, -0.242], [-0.826, -0.348, 0.234], [0.708, -0.234, -0.646], [0.094, 0.911, -0.358], [-0.011, -0.053, 0.034], [0.020, -0.051, 0.089], [0.265, -0.489, -0.931], [0.012, -0.009, -0.077], [-0.107, -0.034, -0.015], [0.003, -0.007, 0.043], [-0.005, -0.006, 0.046], [0.288, 0.209, 0.043], [0.020, -0.053, 0.088], [-0.290, 1.006, -0.274], [0.050, -0.007, 0.006], [-0.013, -0.053, -0.075], [0.110, 0.828, 0.480], [-0.037, -0.037, 0.008], [0.292, -0.494, -0.596], [0.001, -0.045, 0.000], [0.707, 0.601, 0.726], [-0.102, 0.824, -0.759], [0.051, 0.021, 0.022], [0.051, 0.976, -0.635], [-0.823, -0.351, 0.864], [-0.005, -0.761, -0.441], [-1.024, 0.260, -0.400], [-0.010, -0.053, -0.071], [0.141, -0.527, 0.886], [0.745, -0.177, -0.358], [-0.040, -0.087, -0.019], [0.081, 0.118, -0.048], [-0.043, 0.082, 0.013], [0.023, 0.072, -0.068], [-0.718, -0.509, -0.608], [-0.495, -0.264, 0.969], [-0.024, -0.038, -0.097], [-0.061, 0.252, -0.261], [0.151, -0.664, -0.531], [-0.759, -0.015, -0.477], [0.099, -0.018, 0.031], [0.039, 0.032, 0.028], [-0.415, 0.005, 0.863], [0.029, 0.083, -0.076], [-0.004, 0.001, 0.114]], "mulliken_charge": [-0.2570, -0.4623, -0.3219, -0.3764, -0.3733, -0.2689, -0.2788, -0.6374, -0.2633, -0.5442, -0.6708, -0.1493, 0.5307, -1.3017, -0.6270, 0.6027, -0.4390, -0.1741, -0.4665, -0.0756, -0.5434, -0.7077, -1.2785, -0.8159, -0.6661, -1.6541, -0.8764, -0.7670, -0.6890, -0.8772, -1.4640, 1.5269, 0.0139, -1.7391, -2.1583, -1.3096, 0.0707, -0.7886, -0.7139, 1.5411, 2.4763, -1.9779, 0.3609, 0.2691, 0.3667, 0.3306, 0.3666, 0.2487, 0.3762, 0.3552, 0.3134, 0.2640, 0.4175, 0.4417, 0.3757, 0.3815, 0.3174, 0.3686, 0.7291, 0.2487, 0.3832, 0.4308, 0.3663, 0.2572, 0.5005, 0.2906, 0.3205, 0.2984, 0.3156, 0.2629, 0.2496, 0.3868, 0.3382, 0.3618, 0.3518, 0.3414, 0.4995, 0.3061, 0.2993, -0.0218, 0.3662, 0.3734, 0.3138, 0.2568, 0.2945, 0.2916, 0.4258, 0.2399, 0.3319, 0.2682, 0.3727, 0.3131, 0.3900, -0.0121, 0.2439, 0.2450, 0.5544, 0.3433, 0.1310, 0.3746, 0.1344, 0.3073, 0.3219]}